Density functional theory data (wB97M-V/def2-TZVPD) for C57H73IN6O5STi as an isolated structure at a distorted geometry.

Calculated values
**E_tot**: -121528.269 eV
**ΔE to the lowest compared entry with this formula, charge and spin**: 1.128 eV
**Molar mass**: 1129.09 g/mol
**Spin multiplicity**: 1
**HOMO (alpha / beta)**: -6.13 / -6.13 eV
**Lowest unoccupied orbital energy (alpha / beta)**: -0.48 / -0.48 eV
**Kohn-Sham gap (alpha / beta)**: 5.65 / 5.65 eV

Atoms and positions in Å:
Ti  -0.195  -0.849  -1.453
C  6.155  -0.281  1.466
C  5.826  0.962  0.637
C  5.704  2.160  1.587
C  6.989  1.207  -0.335
C  4.514  0.806  -0.134
C  3.624  -0.225  0.140
C  2.420  -0.295  -0.554
N  1.427  -1.259  -0.439
C  1.447  -2.223  0.597
C  1.676  -1.831  1.908
C  1.727  -2.762  2.934
C  1.493  -4.093  2.575
C  1.224  -4.533  1.284
C  1.249  -3.583  0.216
O  1.108  -3.904  -1.024
C  1.050  -6.045  1.067
C  0.264  -6.424  -0.195
C  2.446  -6.676  0.977
C  0.299  -6.684  2.250
C  2.029  -2.391  4.385
C  0.827  -2.731  5.276
C  3.250  -3.180  4.879
C  2.338  -0.901  4.539
C  2.140  0.633  -1.562
O  0.981  0.387  -2.218
C  2.998  1.689  -1.856
C  4.178  1.749  -1.112
C  2.644  2.700  -2.942
C  2.580  1.993  -4.301
C  1.287  3.341  -2.626
C  3.677  3.824  -3.042
H  7.119  -0.145  1.959
H  5.412  -0.460  2.243
H  6.215  -1.174  0.843
H  6.641  2.323  2.124
H  5.463  3.071  1.038
H  4.915  1.988  2.320
H  7.937  1.188  0.204
H  7.018  0.437  -1.107
H  6.911  2.175  -0.828
H  3.839  -0.982  0.879
H  1.847  -0.779  2.100
H  1.534  -4.836  3.360
H  0.776  -6.119  -1.099
H  0.127  -7.508  -0.202
H  -0.722  -5.956  -0.202
H  2.980  -6.290  0.109
H  3.035  -6.449  1.867
H  2.373  -7.761  0.880
H  -0.640  -6.163  2.444
H  0.063  -7.721  2.012
H  0.882  -6.691  3.170
H  0.582  -3.791  5.212
H  1.036  -2.493  6.320
H  -0.053  -2.170  4.961
H  3.049  -4.251  4.906
H  4.105  -3.017  4.223
H  3.524  -2.867  5.888
H  1.492  -0.280  4.246
H  2.568  -0.677  5.581
H  3.198  -0.606  3.934
H  4.860  2.566  -1.291
H  1.826  1.208  -4.296
H  2.334  2.710  -5.086
H  3.543  1.539  -4.541
H  0.498  2.593  -2.564
H  1.331  3.870  -1.673
H  1.025  4.064  -3.402
H  4.666  3.446  -3.303
H  3.373  4.522  -3.823
H  3.759  4.382  -2.107
N  0.219  -2.411  -2.923
C  -1.029  -3.107  -3.228
C  -1.998  -2.893  -2.068
O  -3.133  -3.291  -2.081
O  -1.451  -2.186  -1.082
H  0.842  -2.373  -3.723
H  0.718  -3.003  -2.135
H  -0.909  -4.189  -3.355
H  -1.501  -2.707  -4.131
C  -4.491  4.974  -4.857
C  -4.094  4.311  -3.548
N  -5.053  3.312  -3.099
C  -6.346  3.808  -2.625
C  -7.487  3.442  -3.561
C  -4.773  2.009  -2.826
O  -5.532  1.300  -2.187
C  -3.497  1.420  -3.361
C  -3.029  1.597  -4.660
C  -1.853  0.974  -5.052
C  -1.149  0.246  -4.113
N  -1.606  0.048  -2.866
C  -2.780  0.581  -2.516
H  -3.748  5.720  -5.140
H  -5.453  5.478  -4.770
H  -4.568  4.245  -5.663
H  -4.013  5.071  -2.761
H  -3.109  3.852  -3.635
H  -6.257  4.891  -2.519
H  -6.531  3.384  -1.637
H  -7.325  3.843  -4.561
H  -8.428  3.838  -3.181
H  -7.580  2.359  -3.631
H  -3.592  2.194  -5.364
H  -1.470  1.068  -6.058
H  -0.194  -0.205  -4.348
H  -3.180  0.322  -1.542
N  -0.615  0.490  0.130
S  -1.817  1.443  0.567
C  -1.244  3.128  0.387
C  -0.198  3.625  1.155
C  0.243  4.918  0.933
C  -0.365  5.706  -0.037
C  -1.409  5.202  -0.798
C  -1.849  3.902  -0.590
C  -1.950  1.398  2.347
C  -1.262  0.448  3.076
C  -1.450  0.407  4.453
C  -2.316  1.295  5.069
C  -3.002  2.242  4.318
C  -2.825  2.294  2.947
H  0.253  0.738  0.605
H  0.261  3.013  1.921
H  1.059  5.314  1.521
H  -0.018  6.716  -0.202
H  -1.874  5.817  -1.556
H  -2.663  3.492  -1.175
H  -0.605  -0.255  2.582
H  -0.925  -0.334  5.041
H  -2.463  1.248  6.139
H  -3.679  2.935  4.799
H  -3.363  3.020  2.352
I  -5.358  -0.122  1.067
C  -4.257  -1.649  1.989
C  -4.900  -2.590  2.782
C  -4.111  -3.585  3.330
C  -2.750  -3.595  3.061
C  -2.223  -2.602  2.256
N  -2.972  -1.629  1.734
H  -5.965  -2.545  2.949
H  -4.557  -4.347  3.956
H  -2.101  -4.357  3.464
H  -1.167  -2.577  2.015

Forces on the atoms, in the same order (eV/Å):
Ti 1.7793 -0.7271 1.3180
C -0.0053 0.0200 -0.0103
C -0.0144 -0.0082 0.0025
C 0.0129 -0.0034 -0.0236
C 0.0008 -0.0137 0.0181
C -0.0261 0.0472 -0.0404
C 0.0129 0.0649 0.0356
C 0.2676 -0.1085 -0.1247
N -0.8824 0.4317 -0.3073
C 0.1032 -0.1900 -0.1224
C -0.0533 -0.1118 0.1976
C -0.0771 0.0733 -0.0388
C -0.0993 0.0509 -0.0610
C 0.0416 0.0023 0.2034
C -0.1200 0.0143 0.1277
O 0.1324 -0.1113 -0.1808
C -0.0006 0.0115 -0.0186
C -0.0393 0.0557 0.0353
C -0.0128 0.0267 -0.0457
C 0.0602 0.0090 -0.0173
C 0.0289 -0.0336 -0.0204
C 0.0232 -0.0051 -0.0658
C 0.0001 0.0191 -0.0127
C -0.0008 -0.0497 0.0063
C -0.2456 -0.0443 -0.2096
O 0.4760 0.5297 -0.4578
C 0.1850 -0.0228 0.1175
C -0.1100 -0.0212 0.0547
C 0.0267 0.0329 0.0078
C -0.0058 -0.0500 -0.0087
C -0.0689 0.0165 -0.0024
C -0.0074 -0.0278 -0.0024
H 0.0274 0.0041 0.0182
H -0.0406 -0.0035 0.0333
H 0.0090 -0.0324 -0.0324
H 0.0451 -0.0001 0.0296
H -0.0044 0.0325 -0.0195
H -0.0390 -0.0068 0.0281
H 0.0322 0.0200 0.0244
H 0.0103 -0.0458 -0.0171
H -0.0187 0.0290 -0.0356
H 0.0480 0.0056 -0.0185
H -0.0087 0.0396 0.0152
H -0.0063 -0.0046 0.0446
H 0.0348 0.0007 -0.0194
H -0.0264 -0.0348 -0.0131
H -0.0385 0.0261 0.0106
H 0.0262 0.0286 -0.0331
H 0.0080 0.0034 0.0393
H -0.0085 -0.0660 -0.0192
H -0.0505 0.0316 -0.0123
H 0.0097 -0.0556 -0.0083
H 0.0193 -0.0024 0.0424
H -0.0158 -0.0490 0.0064
H 0.0146 0.0184 0.0683
H -0.0354 -0.0495 -0.0299
H -0.0059 -0.0403 -0.0284
H 0.0270 0.0207 -0.0187
H 0.0061 0.0046 0.0615
H -0.0695 0.0534 -0.0312
H 0.0107 0.0043 0.0414
H 0.0485 0.0071 -0.0243
H 0.0436 0.0264 -0.0213
H 0.0061 -0.0025 0.0103
H -0.0146 0.0367 -0.0445
H 0.0238 -0.0022 -0.0105
H 0.0010 0.0050 -0.0086
H -0.0055 0.0386 0.0663
H -0.0121 0.0353 -0.0376
H 0.0336 -0.0265 -0.0104
H -0.0140 0.0278 -0.0207
H -0.0028 0.0092 0.0327
N -0.1590 -0.1192 0.2693
C -0.1264 -0.2367 -0.0853
C 0.0494 -0.0169 0.1274
O 0.0347 -0.0455 0.0211
O -0.7875 -0.3062 -0.0918
H -0.0479 0.1527 0.0816
H -0.0122 0.0191 -0.1337
H 0.0551 0.1325 -0.0321
H -0.0061 -0.0672 0.0386
C 0.0332 0.0231 0.0241
C 0.0942 0.0141 0.0159
N -0.0361 0.0252 0.0705
C -0.0117 -0.0135 0.0683
C -0.0079 -0.0077 0.0107
C -0.0024 -0.1076 -0.1493
O -0.0049 0.0060 0.0134
C 0.1625 -0.0332 -0.0948
C -0.0303 -0.1145 0.1627
C -0.0440 0.0178 0.1451
C -0.1851 0.0435 0.0293
N -0.2931 0.4735 -0.5916
C -0.0101 -0.0826 -0.1704
H 0.0193 0.0189 -0.0102
H -0.0290 0.0090 0.0123
H -0.0060 -0.0317 -0.0296
H 0.0060 0.0063 -0.0404
H -0.0447 0.0332 0.0145
H -0.0198 -0.0187 -0.0204
H 0.0060 0.0455 -0.0345
H 0.0108 0.0185 -0.0182
H -0.0318 0.0135 0.0140
H 0.0047 -0.0292 -0.0009
H -0.0106 0.0466 -0.0190
H -0.0063 0.0208 -0.0088
H -0.0256 0.0581 0.0543
H 0.0378 0.0242 0.0337
N -0.2540 0.0997 0.1605
S 0.1726 -0.1140 0.0366
C -0.0400 0.0135 -0.0303
C -0.0303 -0.0352 -0.0657
C 0.0004 -0.0009 0.0098
C -0.0137 0.0059 -0.0385
C 0.0449 -0.0185 0.0164
C 0.0334 0.0181 0.0584
C -0.0562 0.0237 -0.0081
C 0.0680 0.0943 0.0398
C 0.0337 -0.0308 -0.0095
C -0.0260 0.0326 -0.0060
C 0.0059 -0.0174 0.0198
C 0.0190 -0.0530 0.0323
H 0.0080 -0.0022 -0.0608
H 0.0106 -0.0275 0.0216
H 0.0214 0.0118 0.0115
H 0.0042 0.0248 -0.0041
H -0.0222 0.0247 -0.0253
H -0.0512 -0.0340 -0.0320
H -0.0023 -0.0586 -0.0111
H -0.0068 0.0610 -0.0106
H -0.0003 0.0028 0.0256
H -0.0169 0.0008 0.0062
H -0.0342 0.0399 -0.0379
I -0.1703 0.0598 -0.0789
C -0.0937 0.0999 0.0108
C 0.0549 0.0271 -0.0553
C 0.0298 -0.0454 0.0174
C 0.0311 -0.0247 0.0229
C -0.0043 -0.0382 0.0039
N 0.0967 0.0213 -0.0974
H -0.0391 0.0105 0.0041
H 0.0038 -0.0101 0.0067
H 0.0531 -0.0718 0.0231
H 0.1446 -0.0257 -0.0436